Record 1
Formula: C20H37O2S4Si2Sr
Source: OMol25
Level of theory: ωB97M-V/def2-TZVPD

Properties
* highest occupied orbital energy: -0.09151 Ha
* charge: -1
* spin multiplicity: 1

Each line ends with the Löwdin charge.
Geometry (Å):
Sr1 0.0283 0.0363 0.1424  0.921
C1 -0.4418 -4.0599 2.2563  -0.546
C2 -0.2039 -2.8299 3.1189  -0.513
S1 -1.0796 -1.3616 2.4243  0.858
C3 0.4650 -0.3094 2.4330  -0.669
C4 0.1254 1.2337 2.2373  -0.504
S2 1.4509 2.0400 1.0844  0.860
C5 2.8466 0.8066 1.3918  -0.429
C6 2.8534 -0.5654 0.5294  -0.530
S3 3.2738 -1.9142 1.6708  0.890
C7 3.1451 -3.3179 0.5200  -0.518
C8 2.1786 -4.4088 1.0030  -0.531
S4 0.4172 -4.0536 0.6458  0.869
H1 -1.4933 -4.1406 1.9789  0.068
H2 -0.1647 -4.9704 2.7912  0.075
H3 0.8641 -2.6202 3.1350  0.035
H4 -0.5263 -2.9717 4.1501  0.076
H5 1.0806 -0.6874 1.5968  -0.091
H6 1.0124 -0.4618 3.3545  0.085
H7 0.1164 1.7175 3.2070  0.084
H8 -0.9179 1.3866 1.7968  0.030
H9 2.8675 0.6012 2.4598  0.053
H10 3.7880 1.2963 1.1554  0.062
H11 3.5780 -0.5199 -0.2733  0.055
H12 1.8712 -0.8389 0.0739  -0.033
H13 4.1427 -3.7311 0.3775  0.070
H14 2.7892 -2.9277 -0.4343  0.075
H15 2.2843 -4.6116 2.0697  0.072
H16 2.4127 -5.3247 0.4589  0.063
C9 -3.2958 1.6504 -2.2558  -0.278
Si1 -2.9318 -0.0512 -1.4503  0.437
C10 -3.1278 -1.1691 -2.9989  -0.316
C11 -4.6236 -0.3301 -0.5794  -0.320
H17 -4.0094 1.5402 -3.0833  0.013
H18 -2.3884 2.1148 -2.6466  -0.011
H19 -3.7126 2.3470 -1.5203  0.010
H20 -4.0999 -1.0160 -3.4879  0.003
H21 -3.0210 -2.2337 -2.7584  -0.008
H22 -2.3381 -0.9385 -3.7239  -0.005
H23 -5.4537 -0.3023 -1.3005  0.003
H24 -4.7937 0.4575 0.1627  -0.002
H25 -4.6701 -1.2901 -0.0513  -0.012
C12 0.4624 2.1880 -3.8370  -0.268
Si2 1.1635 0.6517 -2.9689  0.548
C13 1.8714 -0.3266 -4.4558  -0.306
C14 2.8286 1.4095 -2.3237  -0.329
C15 4.0362 0.6915 -2.3156  -0.155
C16 5.1942 1.1741 -1.7117  -0.127
C17 5.1935 2.4176 -1.0903  -0.136
C18 4.0199 3.1672 -1.0958  -0.126
C19 2.8704 2.6713 -1.6975  -0.155
H26 1.2701 2.8010 -4.2532  0.020
H27 -0.1228 2.8003 -3.1521  -0.012
H28 -0.2070 1.8823 -4.6486  0.015
H29 2.6470 0.2461 -4.9787  0.014
H30 1.0600 -0.5282 -5.1642  0.003
H31 2.2911 -1.3005 -4.1847  -0.007
H32 4.0678 -0.2868 -2.7908  0.090
H33 6.1019 0.5787 -1.7271  0.091
H34 6.0928 2.8019 -0.6236  0.086
H35 3.9995 4.1408 -0.6172  0.096
H36 1.9575 3.2588 -1.6568  0.089
O1 -1.8187 2.6750 1.0199  -0.129
C20 -1.3866 3.0434 -0.1005  -0.600
O2 -0.6053 2.4094 -0.8498  -0.278
H37 -1.6612 4.0704 -0.4261  0.128

Forces on atoms 1 to 3 (eV/Å):
-4.87 0.39 -7.73
0.28 -0.14 -0.07
-0.14 0.02 -0.43

---

Record 2
Formula: C20H38BCl18NO5
Source: OMol25
Level of theory: ωB97M-V/def2-TZVPD

Properties
* highest occupied orbital energy (spin up / spin down): -0.16565 / -0.16569 Ha
* expectation value of S²: 0.754
* charge: -1
* spin multiplicity: 2

Each line ends with the Löwdin charge.
Geometry (Å):
C1 -0.3658 -2.3725 -0.5686  -0.067
C2 -1.3520 -1.5883 -1.4430  -0.435
C3 -2.6782 -2.3700 -1.4913  -0.025
C4 -0.7575 -1.4265 -2.8644  -0.051
C5 -0.6085 -0.0082 -3.4493  -0.313
C6 0.8424 0.5340 -3.2444  -0.007
B1 1.5328 0.2412 -1.8664  -0.651
O1 1.2627 0.9811 -0.7419  0.151
O2 2.4545 -0.8222 -1.7141  0.087
C7 -0.7626 -0.1280 -5.0358  -0.703
O3 -0.3078 -1.1762 -5.5277  -0.052
O4 -1.3197 0.8388 -5.6164  -0.073
C8 -1.6897 0.9551 -2.9477  -0.072
C9 -2.1713 0.8578 -1.4800  -0.438
C10 -1.7703 2.1221 -0.7124  -0.073
C11 -3.7020 0.6962 -1.4899  -0.030
N1 -1.5606 -0.2881 -0.7571  -0.129
O5 -1.9133 -0.3970 0.4655  -0.043
H1 -0.8642 -2.7200 0.3391  0.067
H2 0.4733 -1.7349 -0.2984  0.035
H3 -0.0094 -3.2398 -1.1259  0.090
H4 -2.4646 -3.4419 -1.5003  0.065
H5 -3.2927 -2.1401 -0.6191  0.082
H6 -3.2580 -2.1350 -2.3858  0.047
H7 0.2190 -1.9120 -2.9032  0.119
H8 -1.3822 -2.0029 -3.5483  0.111
H9 0.8360 1.6099 -3.4543  0.118
H10 1.4471 0.0618 -4.0256  0.117
H11 1.6273 0.5429 0.0362  0.063
H12 3.3499 -0.5431 -1.9184  0.094
H13 -1.3273 1.9716 -3.1108  0.122
H14 -2.5426 0.8596 -3.6154  0.058
H15 -0.7622 2.4420 -0.9677  0.069
H16 -2.4585 2.9325 -0.9746  0.072
H17 -1.8616 1.9657 0.3604  0.020
H18 -4.0958 0.3808 -0.5239  0.083
H19 -4.1486 1.6388 -1.8105  0.088
H20 -3.9302 -0.0506 -2.2515  0.016
C12 2.3263 -2.4201 2.5604  -1.016
Cl1 2.4711 -0.6474 2.5886  0.520
Cl2 2.5402 -3.0744 0.9440  0.568
H21 3.0929 -2.8050 3.2205  -0.034
H22 1.3340 -2.6796 2.9109  0.001
C13 -4.3559 -1.7768 -6.1784  -1.023
Cl3 -5.9212 -2.6209 -6.2937  0.471
Cl4 -4.2483 -0.7253 -4.7752  0.633
H23 -3.5737 -2.5191 -6.1033  -0.020
H24 -4.2304 -1.1696 -7.0660  0.033
C14 5.5270 -1.2699 4.9243  -1.037
Cl5 4.3411 -2.4103 5.5827  0.521
Cl6 6.9537 -1.1242 5.9573  0.496
H25 5.8400 -1.6321 3.9527  0.030
H26 5.0506 -0.2997 4.8500  -0.066
C15 3.4493 1.1116 7.2562  -0.974
Cl7 3.1484 1.0208 5.5236  0.545
Cl8 5.1600 1.4161 7.6190  0.535
H27 2.8627 1.9224 7.6702  0.026
H28 3.1787 0.1613 7.7006  0.027
C16 -4.5130 -4.4132 -9.4147  -1.025
Cl9 -4.5479 -6.0342 -10.1320  0.486
Cl10 -3.3673 -4.2800 -8.0848  0.560
H29 -4.2237 -3.7095 -10.1854  0.025
H30 -5.5007 -4.1899 -9.0283  0.006
C17 -0.4885 5.0825 1.8986  -1.065
Cl11 -0.5728 3.3399 2.1755  0.570
Cl12 -1.4629 5.6181 0.5275  0.509
H31 -0.8583 5.5799 2.7859  -0.010
H32 0.5434 5.3481 1.7053  0.005
C18 -1.4400 -5.6953 1.9632  -1.013
Cl13 -1.7627 -5.9968 0.2552  0.526
Cl14 0.2607 -5.3046 2.2642  0.516
H33 -2.0409 -4.8532 2.2848  0.026
H34 -1.6855 -6.5915 2.5195  0.018
C19 0.6917 9.1720 1.0999  -1.006
Cl15 0.9888 8.1862 -0.3324  0.515
Cl16 0.1820 8.2057 2.4940  0.536
H35 1.6105 9.6810 1.3639  0.021
H36 -0.0967 9.8798 0.8750  0.024
C20 6.4255 2.3204 10.8842  -1.049
Cl17 6.0675 1.7676 12.5271  0.495
Cl18 8.1554 2.2823 10.5223  0.499
H37 5.9201 1.6693 10.1823  -0.044
H38 6.0811 3.3427 10.7879  0.024

Forces on atoms 1 to 3 (eV/Å):
-0.40 0.08 0.02
0.44 -0.20 -0.01
-0.17 0.12 -0.10

---

Record 3
Formula: C20H38Br3CaCl5NO9P2S
Source: OMol25
Level of theory: ωB97M-V/def2-TZVPD

Properties
* highest occupied orbital energy: -0.31652 Ha
* charge: +1
* spin multiplicity: 1

Each line ends with the Löwdin charge.
Geometry (Å):
C1 -3.8464 -1.5961 -0.0933  -0.170
C2 -3.0094 -0.8143 0.9198  -0.716
Cl1 -2.1083 -1.8417 2.0736  0.741
C3 -2.1511 0.3293 0.3366  -0.613
Cl2 -3.1409 1.1827 -0.8505  0.802
C4 -0.7129 -0.0194 -0.1316  -0.365
C5 -0.5400 -1.4416 -0.7775  -0.102
C6 0.4349 -2.3889 -0.0715  -0.254
C7 1.9106 -2.0610 -0.3226  -0.565
S1 3.0267 -3.0324 0.7190  0.771
O1 0.0792 -0.1345 1.1149  -0.170
C8 0.8637 0.9873 1.3825  -0.257
C9 0.3054 2.3784 0.9201  -0.316
C10 1.0481 3.5767 1.6100  -0.065
C11 0.9358 3.5630 3.1756  -0.306
C12 1.9393 3.0800 4.0225  -0.054
C13 1.7258 3.0702 5.3961  -0.026
C14 0.5157 3.5198 5.8966  -0.036
C15 -0.4808 4.0308 5.0706  -0.044
C16 -0.2932 4.0553 3.6984  -0.089
N1 0.3852 2.3225 -0.5626  -0.401
Cl3 -0.9351 3.5661 -1.0909  0.752
C17 1.7060 2.7488 -1.0996  -0.175
P1 1.9723 4.5029 -1.6155  0.346
O2 1.5830 5.4608 -0.5707  -0.269
O3 3.5049 4.3932 -1.8156  -0.312
O4 1.3692 4.8076 -3.0476  -0.095
C18 0.0287 0.9312 -1.0987  -0.301
P2 -0.6547 1.1437 -2.9290  0.855
O5 0.6468 0.8722 -3.8562  -0.224
O6 -1.6242 -0.1242 -3.1755  -0.266
H1 -3.3755 -1.6767 -1.0636  0.043
H2 -4.0344 -2.5814 0.3340  0.004
H3 -4.8234 -1.1286 -0.1685  0.089
H4 -3.7388 -0.2909 1.5361  0.095
H5 -2.0730 1.0240 1.1899  0.065
H6 -0.1533 -1.3459 -1.7908  0.103
H7 -1.4922 -1.9548 -0.8808  0.101
H8 0.2195 -2.5704 0.9734  0.058
H9 0.2872 -3.3560 -0.5575  0.135
H10 2.1368 -1.0012 -0.1870  0.035
H11 2.1476 -2.3378 -1.3492  0.079
H12 2.2306 -3.4438 1.7128  -0.135
H13 1.8476 0.8563 0.9188  0.159
H14 1.1279 0.9413 2.4534  0.040
H15 -0.7482 2.5702 1.1576  0.101
H16 2.1015 3.6490 1.3603  0.133
H17 0.4969 4.4690 1.3268  0.111
H18 2.8562 2.7210 3.5706  0.144
H19 2.4988 2.6904 6.0484  0.136
H20 0.3575 3.4841 6.9662  0.133
H21 -1.4159 4.3952 5.4731  0.134
H22 -1.0493 4.4403 3.0248  0.141
H23 2.5001 2.5602 -0.3793  0.121
H24 1.9810 2.1619 -1.9753  0.111
H25 3.8363 4.9246 -2.5897  -0.035
H26 0.4922 5.2093 -2.9842  0.082
H27 0.9897 0.4396 -1.2476  0.112
H28 0.9693 -0.0432 -3.7858  0.086
H29 -1.4213 -0.5652 -4.0154  0.102
Cl4 5.8548 5.1975 -2.1334  -0.338
C19 6.1018 -5.1676 -1.0335  -0.161
O7 6.4494 -4.5962 0.2237  -0.136
H30 6.5593 -6.1512 -1.0872  0.081
H31 5.0168 -5.2748 -1.1270  0.063
H32 6.4773 -4.5560 -1.8583  0.077
H33 6.0448 -3.7265 0.2694  0.036
O8 -3.1629 -3.8123 -2.1123  -0.221
H34 -2.3912 -4.2677 -2.4771  0.030
H35 -3.8443 -3.9009 -2.7873  0.001
Ca1 -0.2555 1.3774 3.3745  1.613
C20 -5.1194 -7.4074 -0.9239  -1.716
Br1 -6.8294 -8.2844 -1.0510  0.525
Br2 -4.2633 -7.7963 0.7605  0.490
Br3 -3.9732 -7.9036 -2.4069  0.485
H36 -5.2793 -6.2670 -0.9801  -0.270
O9 -4.0589 2.1487 -4.1314  -0.052
H37 -3.7149 1.4401 -4.6836  0.034
H38 -3.5483 2.1022 -3.3186  -0.050
Cl5 -5.2990 -4.4628 -0.8152  -0.049

Forces on atoms 1 to 3 (eV/Å):
0.34 -0.22 0.84
-1.16 0.64 -0.62
0.17 0.20 0.33